1.
ORCA calculation (the ωB97M-V functional and the def2-TZVPD basis) on a structure of composition C29H27N6O6ReS2.

As for the relative energy (zero: lowest compared OMol25 entry of this formula, charge and spin): 1.2 kcal per mole. The largest force on an atom comes out at 0.682 eV/Å. Its LUMO energy (alpha / beta) is -4.179 / -4.287 eV. Its frontier orbital gap (alpha / beta) is 6.803 / 6.797 eV.

```
! wB97M-V def2-TZVPD RIJCOSX def2/J DEFGRID3
* xyz 1 2
Re 1.11342 -0.75471 1.74208
S -1.14506 -1.57048 1.55247
C -1.56825 -0.97239 0.03382
N -2.79334 -0.61177 -0.27222
C -3.13658 -0.19966 -1.63370
C -2.37895 -1.06652 -2.60129
N -0.94822 -0.95135 -2.31115
C 0.00299 -0.92974 -3.43381
C 0.61694 0.43476 -3.65114
C 1.99513 0.56942 -3.74775
C 2.56272 1.81443 -3.97799
C 1.75461 2.93552 -4.09494
C 0.37576 2.80785 -3.99550
C -0.18900 1.56040 -3.78281
C -0.52617 -0.90267 -1.05977
S 1.10910 -0.80706 -0.70079
C -3.90860 -0.61434 0.69180
C -4.86739 -1.73782 0.38970
C -4.44129 -3.06180 0.47252
C -5.31687 -4.09275 0.17487
C -6.62396 -3.80958 -0.20260
C -7.05333 -2.49496 -0.28088
C -6.17433 -1.46022 0.01158
H -2.88478 0.85728 -1.75688
H -4.20907 -0.33219 -1.76135
H -2.54837 -0.74837 -3.62675
H -2.68907 -2.11112 -2.50442
H -0.55838 -1.25062 -4.31069
H 0.77914 -1.67355 -3.24531
H 2.62712 -0.30441 -3.64426
H 3.63725 1.90671 -4.06890
H 2.19541 3.90735 -4.27343
H -0.25861 3.67808 -4.09680
H -1.26852 1.46980 -3.72651
H -4.40290 0.35396 0.59500
H -3.48502 -0.68726 1.69093
H -3.42877 -3.29011 0.78614
H -4.98394 -5.11929 0.24913
H -7.30771 -4.61663 -0.42844
H -8.07223 -2.27147 -0.56661
H -6.51347 -0.43192 -0.04258
O 1.79214 -0.51325 5.72704
C 1.66093 -0.30437 4.55104
O 0.83822 -0.90285 3.73605
C 2.46640 0.78207 3.85940
C 3.25609 1.65704 4.61365
C 3.91618 2.65762 3.96498
C 3.77770 2.79832 2.56592
C 4.41954 3.83968 1.85497
C 4.24202 3.97355 0.50916
C 3.40302 3.07375 -0.17897
C 2.77512 2.04981 0.47558
C 2.95994 1.88157 1.86396
N 2.34221 0.85486 2.54396
H 3.29931 1.50216 5.68187
H 4.53698 3.36060 4.50612
H 5.04718 4.52921 2.40464
H 4.72897 4.77480 -0.02910
H 3.23466 3.20136 -1.24052
H 2.09457 1.40599 -0.05630
N 3.22773 -1.25531 1.63746
N 3.42566 -2.49418 1.00425
C 2.35185 -3.36935 1.21622
O 2.41525 -4.53728 0.96782
O 1.32356 -2.72251 1.72565
H 3.66920 -0.52036 1.09128
H 3.63300 -1.23651 2.57370
H 4.34665 -2.90211 1.08068
O 0.00317 2.02159 3.24868
N -0.25251 2.05905 2.09608
O -0.02208 0.91425 1.41398
*
```

From a Mulliken analysis of the wavefunction, the atomic charges in e read:
1 Re 1.432
2 S -0.279
3 C 0.586
4 N 0.190
5 C -0.650
6 C -0.897
7 N 0.178
8 C -1.841
9 C 0.984
10 C -0.217
11 C -0.782
12 C -0.432
13 C -0.821
14 C -0.134
15 C 0.178
16 S -0.273
17 C -1.553
18 C 0.785
19 C -0.114
20 C -0.802
21 C -0.422
22 C -0.628
23 C -0.334
24 H 0.322
25 H 0.512
26 H 0.535
27 H 0.373
28 H 0.611
29 H 0.543
30 H 0.393
31 H 0.424
32 H 0.465
33 H 0.432
34 H 0.328
35 H 0.440
36 H 0.586
37 H 0.413
38 H 0.428
39 H 0.397
40 H 0.393
41 H 0.397
42 O -0.649
43 C 0.319
44 O -0.629
45 C 0.712
46 C -1.033
47 C -0.772
48 C 0.694
49 C -0.874
50 C -0.830
51 C -0.699
52 C 0.016
53 C 0.381
54 N 0.658
55 H 0.633
56 H 0.462
57 H 0.437
58 H 0.424
59 H 0.448
60 H 0.348
61 N -0.447
62 N -0.521
63 C 0.572
64 O -0.598
65 O -0.711
66 H 0.430
67 H 0.393
68 H 0.306
69 O -0.293
70 N 0.090
71 O -0.410



2.
ORCA calculation (the ωB97M-V functional and the def2-TZVPD basis) on a structure of composition C29H28Br2N4O4Ti.

As for the relative energy (zero: lowest compared OMol25 entry of this formula, charge and spin): 17.2 kcal per mole. The largest force on an atom comes out at 0.517 eV/Å. Its LUMO energy is -7.792 eV. Its frontier orbital gap is 4.876 eV.

```
! wB97M-V def2-TZVPD RIJCOSX def2/J DEFGRID3
* xyz 2 1
Ti 0.02206 -1.56750 -2.14333
N 0.65211 -1.52246 -0.06147
C 1.99109 -2.03189 0.13744
C 2.54248 -2.30576 1.35622
C 3.86675 -2.78524 1.43018
C 4.60968 -2.97245 0.29905
C 4.05616 -2.69680 -0.97343
C 4.74440 -2.85571 -2.19534
C 4.11171 -2.56372 -3.37880
C 2.78693 -2.11944 -3.35620
N 2.10748 -1.95491 -2.22832
C 2.72963 -2.22972 -1.03952
H -0.03093 -2.11171 0.43476
H 0.54458 -0.59521 0.35869
H 1.96875 -2.15880 2.26350
H 4.29156 -3.00134 2.40062
H 5.62781 -3.33475 0.36146
H 5.76881 -3.20741 -2.18919
H 4.61332 -2.67530 -4.32885
H 2.26469 -1.90120 -4.27994
Br -1.10617 -0.40211 -4.81263
C -0.43286 1.29714 -4.21315
Br 1.12376 0.96252 -3.09391
H -1.16902 1.78334 -3.58827
H -0.10780 1.88353 -5.06284
O -0.98805 -4.14190 0.51542
C -0.99368 -4.34213 -0.66668
C -1.43897 -5.56326 -1.45987
C -1.07639 -5.25801 -2.92875
C -0.55318 -3.86484 -2.83615
O -0.13730 -3.04572 -3.69946
N -0.52538 -3.39502 -1.59225
H -2.51092 -5.69437 -1.31124
H -0.94908 -6.44980 -1.06129
H -1.91804 -5.30364 -3.62010
H -0.29757 -5.90940 -3.32977
C 0.61666 6.51318 2.87896
C -0.63919 5.70556 2.71363
C -1.81222 6.10524 3.34183
C -2.99068 5.38846 3.19878
C -3.00791 4.25488 2.41012
C -1.83592 3.83852 1.78830
N -1.87517 2.67642 0.94999
C -2.07301 1.42052 1.37713
C -2.24975 1.13578 2.75748
C -2.51822 -0.13403 3.18313
C -2.62732 -1.21492 2.28322
C -2.40258 -0.99085 0.95826
C -2.07487 0.30179 0.47795
C -1.72359 0.51410 -0.89307
O -1.62687 1.54055 -1.51543
O -1.37979 -0.65540 -1.62045
C -0.63934 4.54374 1.92800
C 0.62575 4.09208 1.24969
H 0.41644 7.43105 3.42707
H 1.04645 6.78284 1.91246
H 1.37789 5.95489 3.42942
H -1.80365 7.00199 3.94877
H -3.89535 5.72378 3.68787
H -3.92217 3.69494 2.25810
H -1.79921 2.81921 -0.04613
H -2.19733 1.94890 3.46655
H -2.67108 -0.30625 4.24098
H -2.89220 -2.20065 2.63958
H -2.49404 -1.80002 0.24690
H 0.55187 3.06220 0.90187
H 1.47627 4.16359 1.92740
H 0.85174 4.72290 0.38504
*
```

From a Mulliken analysis of the wavefunction, the atomic charges in e read:
1 Ti 0.345
2 N -0.118
3 C 0.347
4 C -0.405
5 C -0.868
6 C -0.957
7 C 0.440
8 C -0.507
9 C -1.074
10 C -0.117
11 N 0.327
12 C 0.323
13 H 0.254
14 H 0.466
15 H 0.566
16 H 0.429
17 H 0.473
18 H 0.490
19 H 0.452
20 H 0.535
21 Br -0.040
22 C -0.428
23 Br -0.056
24 H 0.279
25 H 0.486
26 O -0.506
27 C 0.233
28 C -0.612
29 C -0.485
30 C 0.546
31 O -0.632
32 N 0.595
33 H 0.300
34 H 0.356
35 H 0.350
36 H 0.310
37 C -1.518
38 C 1.127
39 C -0.835
40 C -0.896
41 C -0.179
42 C -0.806
43 N -0.008
44 C 0.651
45 C -0.426
46 C -0.945
47 C -0.603
48 C -0.780
49 C 0.083
50 C 1.021
51 O -0.709
52 O -0.275
53 C 0.931
54 C -1.404
55 H 0.398
56 H 0.331
57 H 0.341
58 H 0.390
59 H 0.415
60 H 0.522
61 H 0.263
62 H 0.505
63 H 0.432
64 H 0.480
65 H 0.521
66 H 0.101
67 H 0.434
68 H 0.342



3.
ORCA calculation (the ωB97M-V functional and the def2-TZVPD basis) on a structure of composition C29H28BrInN7O3S.

As for the relative energy (zero: lowest compared OMol25 entry of this formula, charge and spin): 0.0 kcal per mole. The largest force on an atom comes out at 0.572 eV/Å. Its LUMO energy is -3.019 eV. Its frontier orbital gap is 7.115 eV.

```
! wB97M-V def2-TZVPD RIJCOSX def2/J DEFGRID3
* xyz 1 1
In -0.40784 0.43004 -0.48337
C -5.29230 3.27340 1.66616
O -4.24346 2.67810 0.90625
C -4.55813 1.49537 0.25685
C -5.84148 1.16700 -0.11993
C -6.11516 -0.06561 -0.71726
C -5.09455 -0.96569 -0.89753
C -3.77304 -0.64499 -0.55038
C -2.78205 -1.70858 -0.58476
N -1.52767 -1.48195 -0.53154
N -0.65792 -2.54470 -0.36759
C 0.42078 -2.16322 0.24697
O 0.65728 -0.94380 0.67309
C 1.48420 -3.16906 0.47527
C 1.50595 -4.35858 -0.24996
C 2.51858 -5.27960 -0.03696
C 3.50657 -5.02582 0.90653
C 3.48021 -3.84668 1.63745
C 2.47417 -2.91744 1.41960
C -3.46680 0.62465 0.00139
O -2.26658 1.01940 0.35479
H -4.82547 4.01281 2.31277
H -6.02117 3.77361 1.02521
H -5.80016 2.52470 2.27532
H -6.65233 1.85975 0.05916
H -7.12856 -0.31258 -0.99962
H -5.30084 -1.94980 -1.30109
H -3.12469 -2.74310 -0.58116
H 0.72620 -4.54840 -0.97464
H 2.53612 -6.20063 -0.60451
H 4.29148 -5.75123 1.07641
H 4.24041 -3.65518 2.38427
H 2.43536 -1.99772 1.98684
C 0.41676 3.59189 2.89637
C 0.74939 2.51290 1.91565
N 0.08513 2.34112 0.83717
N -0.93008 3.25014 0.56670
C -1.35047 3.32212 -0.72305
N -2.48183 3.97888 -0.94382
S -0.46267 2.63671 -1.99103
C 1.93208 1.64119 2.12900
C 2.40572 1.38089 3.40723
C 3.56252 0.62836 3.54844
C 4.20533 0.18615 2.40891
C 3.64513 0.49092 1.17305
N 2.53383 1.19321 1.02378
H 0.22170 4.52199 2.36106
H -0.48746 3.33049 3.45308
H 1.22185 3.76090 3.60342
H -1.66160 3.30320 1.26940
H -3.17780 4.02114 -0.20653
H -2.81999 3.97884 -1.89266
H 1.87936 1.74178 4.27965
H 3.95269 0.40407 4.53190
H 5.11918 -0.38932 2.45976
H 4.13273 0.14900 0.26652
C 4.34958 -1.15521 -2.84792
C 2.89118 -0.95137 -3.13888
C 2.34102 -1.13918 -4.40266
C 0.98717 -0.94654 -4.61759
C 0.20373 -0.56007 -3.54662
Br -1.64949 -0.31477 -3.76455
N 0.71102 -0.36432 -2.33682
C 2.02199 -0.55890 -2.13617
H 4.84835 -1.65600 -3.67542
H 4.48551 -1.76475 -1.95365
H 4.84909 -0.19858 -2.68542
H 2.97249 -1.44743 -5.22674
H 0.53753 -1.09992 -5.58721
H 2.36227 -0.40402 -1.11836
*
```

From a Mulliken analysis of the wavefunction, the atomic charges in e read:
1 In 2.090
2 C -1.064
3 O -0.291
4 C 0.312
5 C -0.471
6 C -0.974
7 C -0.987
8 C 0.770
9 C -0.511
10 N 0.428
11 N -1.094
12 C 0.326
13 O -0.855
14 C 0.473
15 C -0.422
16 C -0.746
17 C -0.430
18 C -0.786
19 C -0.066
20 C 0.645
21 O -0.765
22 H 0.254
23 H 0.357
24 H 0.427
25 H 0.386
26 H 0.413
27 H 0.427
28 H 0.457
29 H 0.473
30 H 0.417
31 H 0.423
32 H 0.435
33 H 0.542
34 C -1.792
35 C 0.252
36 N 0.041
37 N -0.376
38 C 0.276
39 N -0.262
40 S -0.352
41 C 1.182
42 C -0.976
43 C -0.521
44 C -0.763
45 C -0.003
46 N -0.167
47 H 0.418
48 H 0.406
49 H 0.494
50 H 0.397
51 H 0.176
52 H 0.297
53 H 0.433
54 H 0.446
55 H 0.460
56 H 0.362
57 C -1.367
58 C 0.619
59 C -0.510
60 C -0.756
61 C 0.086
62 Br -0.016
63 N 0.024
64 C 0.002
65 H 0.403
66 H 0.305
67 H 0.307
68 H 0.433
69 H 0.460
70 H -0.011